# 1
Molecular formula: C38H39As2FIrNS2SiTe
Method: DFT, ωB97M-V/def2-TZVPD

XYZ file:
```
86
C38H39As2FIrNS2SiTe | OMol25 | ωB97M-V/def2-TZVPD
Ir 0.058 -0.092 0.940
C 1.489 6.029 -2.811
Si 0.717 4.601 -1.812
C -0.599 3.958 -2.979
C -0.002 5.201 -0.252
C 1.998 3.280 -1.426
C 3.370 3.584 -1.587
C 4.344 2.822 -0.904
C 3.987 1.637 -0.245
N 2.688 1.324 -0.173
C 1.729 2.148 -0.651
S 0.029 1.749 -0.369
H 0.615 6.660 -3.077
H 1.998 5.731 -3.746
H 2.132 6.636 -2.155
H -0.837 2.861 -2.844
H -0.156 4.195 -4.030
H -1.556 4.481 -2.906
H -0.653 6.060 -0.434
H 0.829 5.585 0.396
H -0.556 4.375 0.241
H 3.698 4.517 -2.070
H 5.349 3.139 -1.018
H 4.649 1.016 0.313
C -0.434 -2.944 -1.452
C -1.196 -3.220 -0.196
As -1.898 -1.756 0.845
C -3.648 -1.069 0.515
C -4.314 -1.077 -0.723
C -5.597 -0.563 -0.761
C -6.251 -0.030 0.387
C -5.556 0.069 1.575
C -4.253 -0.483 1.634
C -2.264 -2.980 2.292
C -1.278 -3.238 3.192
C -1.501 -4.229 4.128
C -2.683 -5.030 4.135
C -3.631 -4.767 3.168
C -3.424 -3.725 2.284
As 0.892 -1.556 -0.970
C 2.488 -2.605 -0.503
C 3.304 -2.046 0.468
C 4.225 -2.865 1.164
C 4.496 -4.072 0.608
C 3.804 -4.598 -0.514
C 2.755 -3.867 -1.016
C 1.445 -0.751 -2.652
C 2.800 -0.560 -2.945
C 3.243 0.231 -3.988
C 2.297 0.648 -4.910
C 0.934 0.426 -4.699
C 0.499 -0.258 -3.547
H 0.007 -3.943 -1.781
H -1.075 -2.577 -2.257
H -0.544 -3.762 0.485
H -2.071 -3.812 -0.418
H -3.792 -1.547 -1.563
H -6.068 -0.509 -1.720
H -7.353 0.297 0.339
H -6.076 0.538 2.383
H -3.676 -0.446 2.550
H -0.408 -2.675 3.192
H -0.735 -4.560 4.812
H -2.821 -5.795 4.895
H -4.557 -5.317 3.196
H -4.206 -3.512 1.520
H 3.134 -1.018 0.734
H 4.703 -2.608 2.061
H 5.260 -4.701 1.105
H 3.968 -5.636 -0.815
H 2.133 -4.247 -1.802
H 3.593 -1.059 -2.256
H 4.286 0.292 -4.167
H 2.633 1.091 -5.783
H 0.196 0.771 -5.414
H -0.519 -0.276 -3.269
Te 1.288 -0.053 3.219
C -0.103 1.287 4.035
C 0.200 2.594 4.215
C -0.787 3.330 4.923
C -1.804 2.546 5.321
S -1.507 0.902 4.838
H 1.057 3.083 3.831
H -0.768 4.426 4.884
H -2.751 2.855 5.804
F -1.412 -0.538 -1.016
```

Results
⟨S²⟩ = 6.022
max |F| = 2.9 eV Å⁻¹
molar mass = 1090.6 Da
frontier orbital gap (alpha / beta) = 0.2621 / 0.2067 Eh
calculated total energy = -205600.666 eV
spin multiplicity = 5
HOMO (alpha / beta) = -6.585 / -7.663 eV
energy above the lowest of the compared OMol25 structures with the same formula, charge and spin = 1.909 eV

Atomic partial charges in e from the Löwdin method, atoms 1 to 8: 0.393 -0.193 0.445 -0.199 -0.192 -0.251 -0.060 -0.049

# 2
Molecular formula: C38H39As2FIrNS2SiTe
Method: DFT, ωB97M-V/def2-TZVPD

XYZ file:
```
86
C38H39As2FIrNS2SiTe | OMol25 | ωB97M-V/def2-TZVPD
Ir -1.641 -4.812 21.669
C 4.985 -7.749 20.633
Si 3.455 -6.629 20.867
C 3.450 -5.586 19.296
C 3.675 -5.600 22.400
C 1.889 -7.633 21.014
C 1.924 -8.993 21.279
C 0.858 -9.687 21.783
C -0.349 -9.038 21.904
N -0.423 -7.749 21.657
C 0.656 -7.016 21.278
S 0.488 -5.300 21.053
H 5.845 -7.146 20.394
H 4.741 -8.359 19.795
H 5.211 -8.411 21.498
H 2.497 -5.107 18.933
H 3.731 -6.204 18.424
H 4.155 -4.798 19.309
H 4.662 -5.173 22.362
H 3.522 -6.265 23.240
H 2.965 -4.762 22.401
H 2.886 -9.503 21.205
H 0.975 -10.683 22.135
H -1.294 -9.534 22.175
C -3.471 -4.627 18.352
C -3.986 -3.515 19.236
As -2.800 -2.781 20.642
C -1.719 -1.232 20.255
C -1.206 -0.920 19.042
C -0.493 0.278 18.915
C -0.274 1.110 19.966
C -0.706 0.726 21.224
C -1.411 -0.464 21.363
C -4.351 -1.912 21.485
C -5.049 -2.633 22.446
C -6.234 -2.099 22.909
C -6.723 -0.907 22.437
C -6.061 -0.198 21.452
C -4.830 -0.706 21.002
As -2.553 -5.936 19.553
C -3.988 -7.228 19.968
C -3.888 -7.853 21.225
C -5.040 -8.482 21.680
C -6.111 -8.749 20.810
C -6.106 -8.329 19.517
C -5.043 -7.540 19.076
C -1.396 -6.955 18.363
C -1.401 -8.350 18.461
C -0.443 -9.104 17.893
C 0.428 -8.487 16.982
C 0.426 -7.118 16.799
C -0.475 -6.312 17.587
H -4.349 -5.184 17.941
H -2.808 -4.273 17.616
H -4.845 -3.863 19.801
H -4.380 -2.694 18.657
H -1.390 -1.640 18.221
H -0.119 0.553 17.927
H 0.251 2.043 19.760
H -0.427 1.255 22.081
H -1.766 -0.870 22.337
H -4.637 -3.594 22.820
H -6.725 -2.671 23.688
H -7.679 -0.504 22.754
H -6.456 0.738 21.090
H -4.276 -0.225 20.238
H -2.947 -7.764 21.712
H -5.054 -8.941 22.665
H -6.909 -9.353 21.276
H -6.913 -8.547 18.860
H -5.096 -7.069 18.083
H -2.150 -8.779 19.108
H -0.355 -10.208 18.009
H 1.111 -9.127 16.474
H 1.095 -6.659 16.130
H -0.411 -5.223 17.535
Te -2.509 -5.448 24.010
C -1.291 -4.067 24.979
C -0.162 -4.423 25.658
C 0.505 -3.370 26.333
C -0.176 -2.185 26.270
S -1.603 -2.449 25.301
H 0.237 -5.431 25.647
H 1.395 -3.548 26.907
H 0.083 -1.157 26.655
F -1.157 -3.835 19.382
```

Results
⟨S²⟩ = 6.023
max |F| = 2.4 eV Å⁻¹
molar mass = 1090.6 Da
frontier orbital gap (alpha / beta) = 0.2642 / 0.2056 Eh
calculated total energy = -205601.174 eV
spin multiplicity = 5
HOMO (alpha / beta) = -6.653 / -7.710 eV
energy above the lowest of the compared OMol25 structures with the same formula, charge and spin = 1.401 eV

Atomic partial charges in e from the Löwdin method, atoms 1 to 8: 0.376 -0.176 0.506 -0.187 -0.176 -0.250 -0.083 -0.063

# 3
Molecular formula: C38H39Br5N9O9PSrTe
Method: DFT, ωB97M-V/def2-TZVPD

XYZ file:
```
103
C38H39Br5N9O9PSrTe | OMol25 | ωB97M-V/def2-TZVPD
Sr -0.327 -0.116 1.473
O 2.039 -2.354 2.537
C 3.340 -1.802 2.591
C 4.239 -2.592 1.655
C 3.749 -2.609 0.210
C 3.732 -1.276 -0.498
C 4.759 -0.342 -0.376
C 4.683 0.842 -1.088
C 3.577 1.075 -1.891
C 2.601 0.095 -1.945
N 2.674 -1.054 -1.281
H 1.434 -1.852 3.129
H 3.745 -1.863 3.609
H 3.325 -0.746 2.303
H 4.287 -3.626 2.012
H 5.253 -2.186 1.723
H 2.732 -2.998 0.176
H 4.365 -3.301 -0.376
H 5.599 -0.514 0.284
H 5.466 1.582 -0.981
H 3.458 2.005 -2.432
H 1.705 0.227 -2.547
C 0.345 3.409 2.880
O -0.131 2.880 1.642
C 0.377 3.381 0.506
C 1.232 4.463 0.434
C 1.676 4.898 -0.812
Br 2.844 6.396 -0.896
C 1.292 4.283 -1.972
C 0.436 3.171 -1.909
C -0.020 2.713 -0.675
O -0.816 1.640 -0.519
C 0.029 2.476 -3.125
N -0.883 1.536 -3.168
C -0.961 1.141 -4.494
C -1.766 0.174 -5.091
C -1.621 -0.020 -6.452
C -0.701 0.722 -7.207
C 0.105 1.685 -6.626
C -0.047 1.878 -5.258
N 0.568 2.728 -4.359
H -0.001 4.439 3.003
H 1.434 3.364 2.923
H -0.100 2.792 3.653
H 1.573 4.957 1.330
H 1.644 4.664 -2.921
H -1.042 1.254 -1.403
H -2.452 -0.417 -4.493
H -2.221 -0.774 -6.944
H -0.614 0.532 -8.270
H 0.819 2.252 -7.209
H 1.321 3.361 -4.554
Br -5.118 -1.706 6.432
C -3.412 -1.458 5.636
C -2.348 -0.995 6.380
Br -2.542 -0.629 8.231
C -1.106 -0.793 5.749
Br 0.382 -0.088 6.695
C -0.892 -1.048 4.397
O 0.223 -0.784 3.778
C -2.002 -1.584 3.618
O -1.824 -1.819 2.366
C -3.229 -1.743 4.272
Br -4.665 -2.337 3.174
C -6.172 0.972 1.219
N -4.904 1.129 1.876
C -4.666 2.038 2.971
C -3.136 1.986 3.083
O -2.498 2.625 3.892
N -2.657 1.124 2.134
C -3.704 0.696 1.428
N -3.585 -0.046 0.329
H -6.962 0.982 1.969
H -6.224 0.008 0.714
H -6.365 1.765 0.488
H -5.122 1.696 3.902
H -5.000 3.056 2.751
H -2.739 -0.591 0.203
H -4.383 -0.529 -0.054
C -0.019 -2.935 -4.688
C 0.214 -2.295 -3.338
O -0.256 -3.174 -2.310
P -1.367 -2.618 -1.280
O -0.854 -1.331 -0.679
Te -3.494 -2.534 -2.328
O -1.390 -3.814 -0.232
C -0.290 -3.953 0.703
C 0.456 -5.237 0.426
H 0.347 -2.280 -5.483
H -1.086 -3.108 -4.838
H 0.503 -3.892 -4.751
H -0.303 -1.334 -3.271
H 1.271 -2.116 -3.141
H -0.734 -3.923 1.695
H 0.385 -3.102 0.624
H -0.211 -6.098 0.500
H 1.254 -5.341 1.165
H 0.895 -5.220 -0.573
N 2.052 1.148 1.263
C 3.000 1.778 1.510
N 3.955 2.627 1.756
C 5.214 2.243 1.692
N 6.351 2.007 1.645
```

Results
max |F| = 0.5 eV Å⁻¹
net charge = -2
molar mass = 1411.5 Da
frontier orbital gap = 0.2009 Eh
calculated total energy = -439519.881 eV
HOMO = -2.097 eV
energy above the lowest of the compared OMol25 structures with the same formula, charge and spin = 0.729 eV

Atomic partial charges in e from the Löwdin method, atoms 1 to 8: 1.485 -0.093 -0.263 -0.182 -0.135 -0.275 -0.033 -0.089

# 4
Molecular formula: C38H39F11N6O3Pt
Method: DFT, ωB97M-V/def2-TZVPD

XYZ file:
```
98
C38H39F11N6O3Pt | OMol25 | ωB97M-V/def2-TZVPD
Pt -0.330 2.219 1.658
C -0.135 5.188 1.909
N 0.020 4.064 2.838
C -1.090 4.048 3.807
C -1.051 2.827 4.718
N -0.950 1.635 3.914
C -1.303 0.477 4.469
C -1.479 0.264 5.851
F -1.014 1.186 6.736
C -2.117 -0.833 6.389
F -2.248 -0.976 7.720
C -2.651 -1.809 5.528
F -3.379 -2.811 6.055
C -2.399 -1.766 4.205
F -2.963 -2.682 3.385
C -1.548 -0.734 3.547
F -2.339 -0.258 2.449
C 1.350 4.029 3.468
C 1.947 2.619 3.433
N 1.730 2.103 2.099
C 2.632 1.332 1.466
C 3.694 0.610 2.064
F 3.856 0.632 3.402
C 4.572 -0.184 1.353
F 5.525 -0.858 2.005
C 4.464 -0.325 -0.015
F 5.308 -1.115 -0.704
C 3.473 0.390 -0.664
F 3.389 0.329 -2.007
C 2.609 1.190 0.042
F 1.759 1.942 -0.667
H -0.082 6.148 2.441
H 0.651 5.152 1.158
H -1.100 5.112 1.413
H -1.072 4.961 4.417
H -2.016 4.028 3.230
H -0.217 2.917 5.428
H -1.971 2.826 5.316
H 2.013 4.689 2.907
H 1.298 4.392 4.498
H 3.010 2.695 3.667
H 1.476 1.983 4.187
C -4.181 0.467 -4.898
C -3.028 1.455 -4.741
N -2.320 1.276 -3.481
C -2.704 2.029 -2.410
C -2.196 1.936 -1.157
C -2.760 2.931 -0.139
O -3.715 3.610 -0.512
O -2.201 3.022 1.000
C -1.171 0.973 -0.900
O -0.664 0.705 0.192
C -0.716 0.214 -2.059
C 0.323 -0.695 -1.893
C 0.795 -1.424 -2.950
F 1.843 -2.248 -2.723
C 0.211 -1.337 -4.214
C -0.869 -0.469 -4.366
C -1.314 0.347 -3.323
N 0.614 -2.116 -5.339
C 0.802 -1.441 -6.616
C 0.254 -2.381 -7.709
N 0.321 -3.768 -7.152
C 1.643 -3.983 -6.488
C 1.619 -3.165 -5.179
H -4.702 0.639 -5.841
H -4.892 0.599 -4.082
H -3.821 -0.562 -4.872
H -3.413 2.473 -4.758
H -2.321 1.368 -5.567
H -3.482 2.762 -2.584
H 0.772 -0.804 -0.913
H -1.379 -0.451 -5.318
H 1.862 -1.223 -6.796
H 0.272 -0.495 -6.634
H 0.846 -2.337 -8.621
H -0.787 -2.165 -7.944
H 0.109 -4.473 -7.854
H -0.374 -3.798 -6.399
H 2.419 -3.645 -7.172
H 1.791 -5.042 -6.289
H 2.621 -2.777 -4.973
H 1.331 -3.804 -4.349
C 1.952 -2.262 2.717
C 0.535 -2.451 3.272
C 0.657 -2.775 4.771
C -0.110 -3.652 2.543
C -0.227 -1.185 3.013
H 2.552 -3.160 2.884
H 2.444 -1.425 3.215
H 1.928 -2.061 1.641
H 1.283 -3.661 4.905
H -0.314 -2.969 5.220
H 1.119 -1.939 5.301
H 0.580 -4.501 2.548
H -0.335 -3.385 1.507
H -1.037 -3.958 3.022
H 0.217 -0.456 2.350
```

Results
max |F| = 2.9 eV Å⁻¹
molar mass = 1031.8 Da
frontier orbital gap = 0.0843 Eh
calculated total energy = -88252.814 eV
HOMO = -4.174 eV
energy above the lowest of the compared OMol25 structures with the same formula, charge and spin = 2.420 eV

Atomic partial charges in e from the Löwdin method, atoms 1 to 8: 1.193 -0.085 -0.306 -0.183 -0.240 -0.016 -0.131 -0.133

# 5
Molecular formula: C38H39F2FeN7O
Method: DFT, ωB97M-V/def2-TZVPD

XYZ file:
```
88
C38H39F2FeN7O | OMol25 | ωB97M-V/def2-TZVPD
Fe -0.051 -0.033 -0.123
F -5.270 -1.644 -1.008
C -3.952 -2.006 -1.052
C -2.974 -1.062 -0.863
C -1.612 -1.402 -0.919
C -1.307 -2.761 -1.199
C -2.341 -3.677 -1.338
F -2.078 -5.012 -1.541
C -3.674 -3.342 -1.277
C 0.115 -3.141 -1.398
C 0.533 -4.325 -2.020
C 1.876 -4.514 -2.282
C 2.788 -3.527 -1.936
C 2.297 -2.391 -1.315
N 1.011 -2.221 -1.034
H -3.278 -0.045 -0.641
H -4.449 -4.087 -1.384
H -0.192 -5.067 -2.325
H 2.205 -5.420 -2.779
H 3.843 -3.620 -2.156
H 2.944 -1.561 -1.054
O 0.118 1.701 1.063
C -0.163 2.933 1.185
C 0.245 3.652 2.352
C 0.017 4.996 2.510
C -0.647 5.731 1.520
C -1.074 5.059 0.389
C -0.861 3.694 0.196
C -1.335 3.021 -1.008
N -1.389 1.724 -1.226
C -1.909 1.558 -2.484
C -2.173 2.765 -3.048
N -1.805 3.697 -2.099
H 0.747 3.071 3.118
H 0.349 5.492 3.417
H -0.835 6.791 1.638
H -1.610 5.632 -0.363
H -2.055 0.576 -2.896
H -2.567 3.047 -4.009
H -1.840 4.692 -2.200
C -2.797 0.716 2.083
C -1.965 -0.406 2.634
C -2.107 -0.989 3.888
C -1.151 -2.034 3.945
C -0.493 -2.009 2.722
C 0.582 -2.958 2.269
N -0.967 -1.012 1.927
H -2.884 1.536 2.804
H -3.812 0.384 1.837
H -2.354 1.122 1.177
H -2.823 -0.705 4.650
H -0.974 -2.731 4.757
H 0.219 -3.991 2.225
H 1.447 -2.953 2.947
H 0.940 -2.692 1.270
N 1.771 -0.388 1.267
C 2.645 -0.270 2.002
N 3.556 -0.068 2.954
C 3.816 -1.210 3.836
C 2.997 -1.103 5.117
C 3.226 0.256 5.820
C 4.070 1.208 4.970
C 3.531 1.279 3.552
H 4.888 -1.262 4.049
H 3.547 -2.110 3.287
H 3.257 -1.934 5.777
H 1.944 -1.222 4.854
H 3.700 0.115 6.794
H 2.260 0.729 6.008
H 5.116 0.887 4.951
H 4.058 2.211 5.400
H 4.113 1.959 2.928
H 2.501 1.649 3.568
C 3.020 2.058 -0.205
C 2.661 1.442 -1.528
C 3.407 1.550 -2.693
C 2.717 0.800 -3.674
C 1.593 0.287 -3.044
C 0.549 -0.582 -3.679
N 1.546 0.671 -1.730
H 3.392 3.078 -0.347
H 3.812 1.495 0.308
H 2.158 2.097 0.458
H 4.328 2.109 -2.812
H 2.993 0.656 -4.711
H 0.964 -1.537 -4.023
H 0.093 -0.091 -4.546
H -0.243 -0.803 -2.970
```

Results
⟨S²⟩ = 6.011
max |F| = 0.7 eV Å⁻¹
net charge = -2
molar mass = 703.6 Da
frontier orbital gap (alpha / beta) = 0.1847 / 0.1847 Eh
calculated total energy = -92340.255 eV
spin multiplicity = 5
HOMO (alpha / beta) = -0.749 / -0.750 eV
energy above the lowest of the compared OMol25 structures with the same formula, charge and spin = 0.457 eV

Atomic partial charges in e from the Löwdin method, atoms 1 to 8: 0.753 0.012 -0.278 -0.085 -0.102 -0.143 -0.223 0.002

Which of these has the highest calculated total energy? C38H39F11N6O3Pt

What is the formula in the fifth record? C38H39F2FeN7O

molar mass of number 5 (C38H39F2FeN7O)? 703.6 Da